No. 1
Entry from the Open Molecules 2025 dataset: a 2-piece molecular cluster, C5H8O overall (wB97M-V/def2-TZVPD).

Atoms and positions in Å:
C -0.477 -0.608 1.567
C 0.419 0.479 -0.027
C -0.479 1.281 -0.590
C 0.708 -0.094 -2.457
O 1.480 0.498 -3.051
C 0.225 -0.960 0.153
H -1.549 -0.611 1.366
H -0.141 -1.364 2.249
H -0.312 0.369 2.082
H 1.269 0.845 0.540
H -0.405 2.351 -0.490
H -1.379 0.867 -1.044
H 1.127 -1.598 0.228
H -0.486 -1.455 -0.526

Values from the calculation:
- Net charge: 0
- Spin multiplicity: 1
- M: 84.12 g mol⁻¹
- HOMO level: -8.74 eV
- Max |F|: 2.1 eV/A
- HOMO-LUMO gap: 0.36350 hartree
- ΔE to the lowest compared entry with this formula, charge and spin: 59.7 kcal per mole

No. 2
Entry from the Open Molecules 2025 dataset: C3H11Ag2NaO6P as an isolated structure (wB97M-V/def2-TZVPD).

Atoms and positions in Å:
Na 24.776 19.089 -19.588
Ag 26.813 16.027 -19.799
Ag 23.724 15.665 -19.110
O 25.580 16.213 -18.000
H 25.399 16.145 -17.042
O 24.893 16.800 -20.654
H 24.520 17.211 -21.458
C 20.839 16.857 -21.925
O 20.051 15.800 -21.441
P 20.777 14.435 -21.001
O 22.104 14.763 -20.369
O 19.695 13.681 -20.129
C 19.854 12.378 -19.590
O 20.819 13.679 -22.441
C 21.911 13.961 -23.357
H 20.432 17.118 -22.902
H 21.880 16.723 -22.220
H 20.879 17.777 -21.342
H 19.989 12.483 -18.513
H 20.723 11.829 -19.953
H 19.046 11.668 -19.764
H 22.703 13.213 -23.331
H 22.449 14.893 -23.189
H 21.370 13.994 -24.304

Values from the calculation:
- Net charge: +4
- Spin multiplicity: 4
- M: 412.81 g mol⁻¹
- HOMO level (alpha / beta): -23.85 / -23.76 eV
- Max |F|: 4.2 eV/A
- HOMO-LUMO gap (alpha / beta): 0.30587 / 0.15422 hartree

No. 3
Entry from the Open Molecules 2025 dataset: an isolated ion of composition C6H12NO and charge +1 (wB97M-V/def2-TZVPD).

Atoms and positions in Å:
C -1.400 1.934 0.049
C -0.194 2.407 0.163
C -1.781 0.474 0.161
C 0.696 -0.188 -0.220
C -1.125 -1.857 -0.011
C 2.975 0.067 -0.102
N -0.622 -0.463 0.397
O 1.789 -0.420 0.494
H -2.138 2.712 -0.156
H 0.754 2.786 0.386
H -2.491 0.270 1.033
H -2.298 -0.044 -0.709
H 0.905 0.120 -1.296
H -0.504 -2.453 0.649
H -2.073 -1.827 0.440
H -1.118 -2.135 -1.145
H 3.145 -0.283 -1.089
H 3.763 -0.319 0.371
H 3.151 1.067 0.083
H -0.255 -0.320 1.385

Values from the calculation:
- Net charge: +1
- Spin multiplicity: 1
- M: 114.17 g mol⁻¹
- HOMO level (alpha / beta): -12.14 / -11.85 eV
- Max |F|: 4.4 eV/A
- HOMO-LUMO gap (alpha / beta): 0.31921 / 0.30561 hartree
- ΔE to the lowest compared entry with this formula, charge and spin: 148.9 kcal per mole

> Which of these has the highest max |F|?

C6H12NO

> Among the records above, which one has the lowest net charge?

C5H8O

> Among the records above, which one has the lowest max |F|?

C5H8O